{"formula": "C52H61AsN2O7S2SiTi", "method": "ωB97M-V/def2-TZVPD", "orbital_gap_ev": [4.58, 7.75], "s2": 2.0046, "total_charge": 0, "de_lowest_ev": 1.863, "spin_multiplicity": 3, "lumo_energy_ev": [0.5145, 0.5125], "elements": ["Ti", "C", "C", "C", "C", "O", "Si", "S", "O", "C", "C", "C", "C", "O", "C", "C", "C", "C", "H", "H", "H", "H", "H", "H", "H", "H", "H", "H", "H", "H", "H", "H", "H", "H", "H", "H", "H", "H", "H", "H", "H", "H", "H", "H", "H", "C", "S", "O", "C", "C", "C", "C", "C", "C", "H", "H", "H", "H", "H", "H", "H", "H", "O", "As", "C", "C", "C", "C", "C", "C", "C", "C", "C", "C", "C", "C", "C", "C", "C", "C", "C", "C", "H", "H", "H", "H", "H", "H", "H", "H", "H", "H", "H", "H", "H", "H", "H", "O", "C", "N", "C", "C", "O", "N", "C", "C", "C", "C", "C", "C", "C", "C", "C", "C", "C", "C", "H", "H", "H", "H", "H", "H", "H", "H", "H", "H", "H"], "positions_angstrom": [[0.25, -0.25, -0.13], [-2.95, 1.04, -1.05], [-2.26, 2.15, -0.27], [-2.35, 3.46, -1.04], [-2.94, 2.28, 1.09], [-0.87, 1.77, -0.12], [0.40, 2.67, 0.49], [1.98, 1.32, 0.41], [-0.13, 3.09, 1.99], [0.40, 4.03, 2.93], [-0.06, 5.44, 2.54], [-0.16, 3.65, 4.29], [1.93, 3.96, 2.97], [0.63, 4.07, -0.32], [1.52, 4.48, -1.38], [1.44, 3.52, -2.56], [2.95, 4.58, -0.85], [1.03, 5.86, -1.81], [-4.00, 1.27, -1.19], [-2.87, 0.11, -0.49], [-2.49, 0.90, -2.03], [-3.39, 3.70, -1.25], [-1.82, 3.38, -1.99], [-1.90, 4.27, -0.47], [-3.99, 2.51, 0.96], [-2.46, 3.06, 1.68], [-2.84, 1.33, 1.62], [-1.15, 5.51, 2.61], [0.23, 5.65, 1.52], [0.38, 6.18, 3.21], [-1.25, 3.63, 4.27], [0.16, 4.37, 5.04], [0.21, 2.66, 4.58], [2.35, 4.32, 2.03], [2.24, 2.92, 3.10], [2.31, 4.56, 3.79], [1.61, 2.50, -2.22], [2.20, 3.77, -3.30], [0.46, 3.58, -3.03], [3.28, 3.61, -0.50], [3.00, 5.30, -0.03], [3.61, 4.93, -1.64], [-0.01, 5.81, -2.14], [1.64, 6.24, -2.63], [1.09, 6.56, -0.97], [-1.53, 0.29, 3.86], [-0.04, -0.29, 2.96], [-0.64, -0.45, 1.56], [-0.15, -1.92, 3.68], [-0.84, -2.93, 3.04], [-0.89, -4.19, 3.60], [-0.24, -4.45, 4.80], [0.48, -3.44, 5.42], [0.53, -2.18, 4.87], [-2.38, -0.30, 3.54], [-1.67, 1.34, 3.63], [-1.36, 0.17, 4.93], [-1.34, -2.72, 2.10], [-1.44, -4.98, 3.10], [-0.27, -5.44, 5.23], [1.00, -3.65, 6.35], [1.11, -1.38, 5.33], [0.38, -0.02, -1.93], [-0.13, -1.07, -3.13], [-1.65, -2.11, -2.55], [-2.65, -2.51, -3.44], [-3.83, -3.06, -2.96], [-4.04, -3.19, -1.60], [-3.06, -2.76, -0.71], [-1.88, -2.22, -1.17], [-0.84, 0.08, -4.52], [-1.09, 1.42, -4.24], [-1.61, 2.26, -5.21], [-1.91, 1.75, -6.47], [-1.65, 0.42, -6.76], [-1.11, -0.41, -5.80], [1.40, -1.75, -4.11], [1.41, -2.94, -4.83], [2.55, -3.27, -5.56], [3.64, -2.41, -5.58], [3.61, -1.23, -4.86], [2.48, -0.89, -4.13], [-2.49, -2.40, -4.50], [-4.59, -3.38, -3.66], [-4.97, -3.60, -1.23], [-3.23, -2.85, 0.36], [-1.11, -1.90, -0.46], [-0.84, 1.79, -3.25], [-1.80, 3.30, -5.00], [-2.34, 2.40, -7.22], [-1.87, 0.04, -7.75], [-0.86, -1.44, -6.03], [0.57, -3.61, -4.77], [2.58, -4.20, -6.11], [4.52, -2.68, -6.15], [4.47, -0.56, -4.87], [2.44, 0.03, -3.55], [2.18, -1.37, 2.15], [2.03, -2.15, 1.23], [2.58, -3.40, 1.19], [2.37, -4.02, -0.11], [1.44, -2.97, -0.73], [0.88, -3.08, -1.82], [1.27, -1.92, 0.10], [3.70, -4.18, -0.85], [4.60, -5.14, -0.40], [5.84, -5.27, -0.99], [6.20, -4.43, -2.04], [5.30, -3.49, -2.51], [4.05, -3.36, -1.91], [1.64, -5.35, -0.03], [1.35, -5.96, 1.19], [0.68, -7.17, 1.22], [0.29, -7.79, 0.04], [0.58, -7.18, -1.18], [1.25, -5.97, -1.21], [3.39, -3.62, 1.75], [4.31, -5.80, 0.42], [6.54, -6.01, -0.62], [7.18, -4.53, -2.50], [5.56, -2.85, -3.34], [3.35, -2.62, -2.28], [1.64, -5.47, 2.11], [0.46, -7.65, 2.17], [-0.23, -8.74, 0.06], [0.27, -7.65, -2.11], [1.47, -5.49, -2.16]]}